(1)
Here is C8H14AlBr2ClN as an isolated structure from the Open Molecules 2025 dataset. Energies are from ωB97M-V/def2-TZVPD.

CARTESIAN COORDINATES (ANGSTROEM)
C -1.7173 4.0268 0.8361
C -0.6915 3.4732 -0.1536
C -0.6427 1.9602 -0.3259
Cl -0.6488 1.1329 1.3110
Al 0.9813 1.3264 -1.3759
C 1.1854 -0.6602 -0.9800
Br -0.0791 -1.7402 -1.9263
C 2.0294 -1.2162 -0.1274
C 3.0020 -0.4410 0.7302
Br 2.1291 -3.1248 0.2143
H -1.8111 5.1112 0.7322
H -2.7016 3.5831 0.6650
H -1.4317 3.8089 1.8642
H 0.3036 3.8504 0.1035
H -0.9291 3.8709 -1.1484
H -1.5699 1.6214 -0.7964
H 2.2676 2.1551 -0.8456
H 0.7353 1.5093 -2.9625
H 3.6073 0.2266 0.1175
H 3.6572 -1.1124 1.2799
H 2.4558 0.1768 1.4447
C -1.4611 -4.5880 0.3197
C -2.2072 -5.7928 -0.0244
N -2.7962 -6.7435 -0.2864
H -0.5831 -4.8464 0.9077
H -1.1292 -4.0624 -0.5745
H -2.0902 -3.9149 0.8997

Summary:
HOMO level = -5.45 eV
Gap between HOMO and LUMO = 8.178 eV
Lowest unoccupied orbital energy = 2.73 eV
Net charge = -1
Electronic energy = -6218.68797 a.u.

(2)
Here is a 2-piece molecular cluster, C8H14Br overall at a distorted geometry from the Open Molecules 2025 dataset. Energies are from ωB97M-V/def2-TZVPD.

CARTESIAN COORDINATES (ANGSTROEM)
Br 1.3083 -4.7122 1.4858
H 0.7446 -4.1108 2.7092
C 0.7917 -0.7254 -0.9237
C 1.9145 -0.1835 -0.2492
C 1.9272 1.3695 -0.3938
C 0.4782 1.9083 -0.0316
C -0.6351 0.9293 -0.0639
C -0.4969 -0.3488 -0.5546
C -1.6521 -1.3216 -0.2738
C -2.0695 1.4676 0.1506
H 0.8331 -1.8622 -1.0059
H 1.9057 -0.4321 0.8045
H 2.8244 -0.6538 -0.5906
H 2.6616 1.9887 0.1702
H 2.1433 1.5922 -1.4626
H 0.5060 2.4160 0.9360
H 0.2693 2.7267 -0.7394
H -1.3851 -2.3757 -0.1789
H -2.2162 -1.1487 0.6493
H -2.4179 -1.3049 -1.0170
H -2.1372 2.6011 0.2132
H -2.7248 1.1313 -0.7146
H -2.5730 1.0489 1.0807

Summary:
HOMO level (spin up / spin down) = -7.01 / -9.00 eV
Energy relative to the best compared isomer or geometry (same formula, charge and spin) = 26.3 kcal/mol
<S²> = 0.79
Spin multiplicity = 2
Gap between HOMO and LUMO (spin up / spin down) = 7.563 / 9.147 eV
Lowest unoccupied orbital energy (spin up / spin down) = 0.55 / 0.14 eV
Net charge = 0
Electronic energy = -2887.13980 a.u.

(3)
Here is C8H14BrGaN4OS as an isolated structure at a distorted geometry from the Open Molecules 2025 dataset. Energies are from ωB97M-V/def2-TZVPD.

CARTESIAN COORDINATES (ANGSTROEM)
Ga -0.1994 0.5321 0.6573
C 3.5378 -2.6840 -1.2244
C 2.1195 -2.0551 -1.5442
C 1.2564 -2.4676 -2.5127
C -0.0572 -1.9754 -2.6757
C -0.4298 -1.0557 -1.8042
Br -2.1080 -0.1884 -1.9202
N 0.4318 -0.6659 -0.8027
C 1.6355 -1.0018 -0.7114
H 3.4433 -3.5929 -0.5323
H 4.1455 -1.9555 -0.6653
H 4.2481 -2.7414 -2.0098
H 1.5272 -3.2498 -3.1663
H -0.7729 -2.3142 -3.3289
H 2.1620 -0.6134 0.1986
N -1.7716 0.0958 1.7942
C -2.8154 1.1466 1.6109
C -2.2057 2.4883 1.4428
N -1.2254 2.4332 0.2998
H -2.1578 -0.8573 1.8919
H -1.2938 0.2384 2.7122
H -3.4669 0.9916 2.5507
H -3.5287 0.7544 0.9111
H -1.6179 2.6526 2.3256
H -2.9073 3.2826 1.2449
H -0.5415 3.1996 0.4636
H -1.6883 2.6297 -0.5508
O 1.0646 3.5804 1.8423
S 1.8013 2.3480 2.0607
N 1.4146 1.0448 1.4420

Summary:
HOMO level = -16.58 eV
Energy relative to the best compared isomer or geometry (same formula, charge and spin) = 0.0 kcal/mol
Gap between HOMO and LUMO = 9.365 eV
Lowest unoccupied orbital energy = -7.22 eV
Net charge = +2
Electronic energy = -5503.92853 a.u.

(4)
Here is a 2-piece molecular cluster, C8H14BrN2 overall at a distorted geometry from the Open Molecules 2025 dataset. Energies are from ωB97M-V/def2-TZVPD.

CARTESIAN COORDINATES (ANGSTROEM)
C -0.6218 -0.6421 0.7796
C 0.6381 -0.5087 -0.1721
C 1.0504 0.3024 -1.0661
C -1.7743 0.0150 0.2452
C -2.5381 1.8426 -1.4172
C -1.9650 0.9312 -0.6354
C 1.3872 -1.8201 -0.0295
C 1.9176 0.9503 -1.9524
N -2.8944 1.8144 -2.6951
N 1.6367 -0.2201 3.8419
Br -3.4502 -0.8163 1.0667
H -0.8225 -1.7617 0.8279
H -2.7617 2.8484 -0.9580
H -0.2582 -0.2863 1.7073
H 2.3839 -1.7390 -0.3491
H 0.9674 -2.4787 -0.7799
H 1.3111 -2.0579 1.0302
H 2.8102 1.1112 -1.4548
H 1.4639 1.8438 -2.3631
H 2.0061 0.4074 -2.9022
H 1.8624 -1.0937 3.6321
H -3.2598 0.9222 -3.1446
H 1.1492 -0.1557 4.8017
H 2.5216 0.2819 4.0956
H -3.4403 2.5436 -3.0327

Summary:
HOMO level (spin up / spin down) = -11.82 / -11.82 eV
Energy relative to the best compared isomer or geometry (same formula, charge and spin) = 110.8 kcal/mol
Gap between HOMO and LUMO (spin up / spin down) = 6.165 / 6.164 eV
Lowest unoccupied orbital energy (spin up / spin down) = -5.65 / -5.65 eV
Net charge = +1
Electronic energy = -2996.31094 a.u.

(5)
Here is a 8-piece molecular cluster, C8H14Cl18 overall from the Open Molecules 2025 dataset. Energies are from ωB97M-V/def2-TZVPD.

CARTESIAN COORDINATES (ANGSTROEM)
C 0.2514 -4.3092 2.7110
Cl 0.9111 -3.2768 1.4529
Cl 0.7718 -3.7296 4.3056
Cl 0.7427 -5.9814 2.4512
H -0.8268 -4.2073 2.7347
C 0.2838 1.5433 3.7273
Cl -1.1894 2.0220 2.9351
Cl 1.3859 2.9357 3.7896
Cl 1.1123 0.1789 2.9384
H 0.0900 1.1693 4.7242
C 0.3129 -0.3925 -0.7389
Cl 0.6643 -0.6110 -2.4902
Cl -1.0801 0.6967 -0.5871
H 0.0529 -1.3558 -0.3230
H 1.1484 0.0738 -0.2320
C 1.7273 -4.0766 -3.9678
Cl 1.9268 -5.0383 -2.4829
Cl 0.9390 -5.0173 -5.2388
H 1.1028 -3.2130 -3.7716
H 2.7080 -3.7708 -4.3103
C -2.7929 0.8730 -3.8426
Cl -2.1445 2.3745 -4.5547
Cl -4.0674 1.1844 -2.6587
H -3.2108 0.3059 -4.6663
H -1.9762 0.3218 -3.3917
C -0.9689 4.2851 -1.0114
Cl 0.3467 3.5334 -1.9266
Cl -0.4269 4.6716 0.6325
H -1.2608 5.2025 -1.5090
H -1.8079 3.5971 -0.9965
C 4.2338 3.1062 0.6533
Cl 2.7269 2.3902 0.0708
Cl 4.1387 4.8840 0.7958
H 4.3969 2.6914 1.6402
H 5.0742 2.9574 -0.0117
C -3.2054 -1.1203 2.6204
Cl -2.3833 -2.0098 1.3294
Cl -2.2103 -1.1596 4.1069
H -3.3551 -0.1136 2.2488
H -4.1416 -1.6153 2.8435

Summary:
HOMO level = -10.57 eV
Energy relative to the best compared isomer or geometry (same formula, charge and spin) = 0.0 kcal/mol
Gap between HOMO and LUMO = 10.873 eV
Lowest unoccupied orbital energy = 0.31 eV
Net charge = 0
Electronic energy = -8596.65158 a.u.

(6)
Here is a 2-piece molecular cluster, C8H14ClNO2S overall at a distorted geometry from the Open Molecules 2025 dataset. Energies are from ωB97M-V/def2-TZVPD.

CARTESIAN COORDINATES (ANGSTROEM)
C 1.1362 -0.9882 -0.4494
C 3.2147 0.0079 -0.4167
C -1.6739 -1.8094 0.7128
C -1.4930 -1.4075 -1.7494
C -0.6258 1.2669 1.7369
C -0.1753 2.1218 -0.4537
C -1.3215 -0.7322 -0.4030
C 0.2230 1.0239 0.5093
N 0.1202 -0.2180 -0.0774
O 1.3794 -2.0990 -0.8078
O 5.4157 0.8126 0.8444
S 3.9641 0.4973 0.9904
Cl 4.0190 -0.4071 -1.9009
H -2.7205 -1.6026 1.1994
H -1.8082 -2.7866 0.3087
H -0.8124 -1.7654 1.5146
H -0.9585 -2.2891 -1.8113
H -1.0667 -0.7476 -2.5616
H -2.5189 -1.6265 -2.0447
H -0.3027 0.7736 2.6255
H -0.6722 2.3305 1.9524
H -1.6581 1.0440 1.7152
H 0.2055 3.0482 -0.0877
H -1.2766 2.2606 -0.4091
H 0.2062 2.0774 -1.4799
H -1.9783 0.0603 -0.3884
H 1.1786 1.1543 0.9314

Summary:
HOMO level (spin up / spin down) = -8.57 / -8.57 eV
Energy relative to the best compared isomer or geometry (same formula, charge and spin) = 0.0 kcal/mol
Gap between HOMO and LUMO (spin up / spin down) = 8.662 / 8.662 eV
Lowest unoccupied orbital energy (spin up / spin down) = 0.10 / 0.10 eV
Net charge = 0
Electronic energy = -1376.68308 a.u.